C48H55GeN10O3Tl | the ωB97M-V functional and the def2-TZVPD basis

Last column: Mulliken charge in e.
Atoms and positions in Å:
1 Tl 0.75510 -0.11817 0.31210  1.346
2 C 3.54715 4.64176 -0.49123  -1.090
3 N 2.53275 4.59104 0.54300  0.205
4 C 1.82131 5.83550 0.75965  -0.931
5 C 1.92558 3.35554 0.77352  0.466
6 O 2.27022 2.36606 0.18149  -0.423
7 C 0.88761 3.40196 1.89066  -1.158
8 O 0.19615 2.22127 2.16029  0.175
9 C 0.46985 1.72030 3.46784  -2.518
10 C 1.51236 0.55444 3.42036  2.520
11 O 2.19988 0.56649 2.29297  -0.945
12 N 2.42312 0.78321 4.60716  -0.144
13 C 1.89393 0.99524 5.93112  -1.135
14 C 3.58661 -0.06412 4.60034  -1.159
15 H 4.31277 5.36751 -0.20469  0.372
16 H 3.99553 3.65769 -0.59307  0.323
17 H 3.12692 4.92690 -1.46112  0.286
18 H 2.50244 6.65928 0.54237  0.390
19 H 0.94941 5.93509 0.10262  0.189
20 H 1.49638 5.94338 1.79362  0.278
21 H 1.43809 3.73625 2.77860  0.599
22 H 0.15773 4.18099 1.63971  0.517
23 H 0.88095 2.53550 4.06936  0.466
24 H -0.48565 1.41717 3.90670  0.508
25 H 0.85281 1.31320 5.90147  0.281
26 H 1.93992 0.09390 6.56973  0.350
27 H 2.46926 1.77140 6.45904  0.276
28 H 3.84528 -0.26534 3.56094  0.303
29 H 4.43029 0.43315 5.09512  0.352
30 H 3.42111 -1.02482 5.13025  0.288
31 N 0.27359 -1.11945 4.87697  0.483
32 C 0.78204 -0.83757 3.53151  -1.468
33 N -0.22697 -0.90286 2.51184  0.300
34 C -1.49352 -0.84752 2.78426  -0.124
35 N -2.50431 -0.65686 1.90154  -1.122
36 N -2.09554 -0.44892 0.65058  1.365
37 C -3.06504 -0.29434 -0.18699  -1.952
38 C -2.92041 -0.09273 -1.61546  1.270
39 C -4.06614 0.16567 -2.38469  -0.856
40 C -3.94032 0.34934 -3.74532  -0.710
41 C -2.68119 0.27214 -4.32305  -0.716
42 C -1.60120 0.01057 -3.48483  -0.892
43 N -1.71158 -0.16698 -2.18115  1.179
44 C -1.99381 -1.08782 4.16837  0.960
45 C -3.34033 -1.21865 4.47157  -0.406
46 C -3.76555 -1.55794 5.75154  -0.923
47 C -2.81250 -1.79441 6.73553  -0.470
48 C -1.46286 -1.67563 6.45462  -0.933
49 C -1.03733 -1.30511 5.16960  -0.382
50 H 0.93859 -1.50638 5.52589  0.368
51 H 1.56659 -1.56301 3.29111  0.284
52 H -4.08486 -0.31877 0.20850  0.037
53 H -5.03439 0.20469 -1.89923  0.459
54 H -4.81666 0.53519 -4.35699  0.390
55 H -2.54157 0.36896 -5.39126  0.533
56 H -0.59625 -0.09120 -3.88214  0.474
57 H -4.04572 -1.06075 3.66773  0.456
58 H -4.82102 -1.65791 5.97211  0.387
59 H -3.12231 -2.07539 7.73647  0.350
60 H -0.72080 -1.86831 7.22260  0.392
61 C -0.56818 3.71748 -4.49916  -0.201
62 C 0.70453 3.22559 -3.83551  -0.838
63 N 0.51013 3.09632 -2.40187  0.270
64 C -0.68044 3.40308 -1.76971  -0.961
65 N -0.98530 2.76649 -0.70344  0.634
66 C -2.20178 3.09292 0.01329  -0.459
67 C -2.72794 4.48752 -0.30062  -0.876
68 C -2.73374 4.66994 -1.80792  -0.768
69 N -1.38452 4.48507 -2.31379  0.411
70 C -1.13693 4.86986 -3.69784  -0.972
71 H -1.29610 2.91452 -4.52712  0.042
72 H -0.35859 4.03770 -5.52304  0.420
73 H 1.51852 3.93364 -4.04452  0.398
74 H 1.00259 2.26110 -4.25211  0.287
75 H 0.94920 2.29916 -1.95468  0.115
76 H -2.01327 2.96692 1.08148  -0.027
77 H -2.97216 2.35757 -0.24073  0.308
78 H -2.07855 5.24782 0.14425  0.258
79 H -3.73613 4.62316 0.09972  0.438
80 H -3.06433 5.67530 -2.08394  0.512
81 H -3.42923 3.94809 -2.26386  0.322
82 H -0.44596 5.72293 -3.73995  0.190
83 H -2.08442 5.19926 -4.13238  0.540
84 C 2.23746 -1.31746 -0.81488  -1.324
85 Ge 1.30637 -2.85428 -1.45142  1.863
86 C 0.16553 -4.05067 -0.31310  -0.269
87 C -0.94198 -3.48953 0.32825  0.667
88 C -1.73309 -4.22389 1.20083  -0.718
89 C -1.42471 -5.55403 1.45835  -0.681
90 C -0.32413 -6.13207 0.83916  -0.620
91 C 0.46079 -5.38559 -0.03401  -0.189
92 C 0.25541 -2.93526 -3.18360  -0.329
93 C -1.09029 -3.28766 -3.27314  -0.082
94 C -1.77174 -3.26373 -4.48648  -0.446
95 C -1.11065 -2.89480 -5.64936  -0.439
96 C 0.23371 -2.54250 -5.58522  -0.607
97 C 0.89777 -2.55701 -4.36609  -0.368
98 C 2.84119 -4.02687 -1.98122  -0.699
99 C 2.69438 -5.15938 -2.78156  0.051
100 C 3.79157 -5.91271 -3.18725  -0.741
101 C 5.07043 -5.53753 -2.79972  -0.339
102 C 5.23903 -4.40945 -2.00468  -0.525
103 C 4.13692 -3.66711 -1.59991  -0.622
104 H -1.17711 -2.44420 0.15983  -0.204
105 H -2.57486 -3.74883 1.69312  0.391
106 H -2.02994 -6.13244 2.14801  0.327
107 H -0.07118 -7.16758 1.04514  0.362
108 H 1.32423 -5.84976 -0.49868  0.276
109 H -1.62096 -3.58672 -2.37512  0.236
110 H -2.82384 -3.52681 -4.52276  0.394
111 H -1.63880 -2.87576 -6.59669  0.346
112 H 0.76013 -2.25379 -6.48963  0.361
113 H 1.94123 -2.25839 -4.31768  0.395
114 H 1.70068 -5.45472 -3.10502  0.388
115 H 3.64959 -6.78775 -3.81317  0.355
116 H 5.93013 -6.11736 -3.11851  0.332
117 H 6.23644 -4.10590 -1.70468  0.364
118 H 4.25937 -2.77970 -0.98680  0.330

The HOMO energy is -0.07 eV. The charge is -2. Its lowest unoccupied orbital energy is 3.91 eV.



C48H55N3O32PY | the ωB97M-V functional and the def2-TZVPD basis

Last column: Mulliken charge in e.
Atoms and positions in Å:
1 C -0.90292 6.03336 -3.52133  -1.375
2 C 0.50504 5.38077 -3.59772  0.257
3 C 1.50874 6.17102 -4.43425  -0.779
4 O 1.64921 7.53815 -4.11176  -0.305
5 C 2.58152 8.22250 -4.86463  -0.790
6 N 1.08691 5.30243 -2.09892  -0.358
7 H 2.07812 5.11639 -2.04410  0.291
8 H 0.98746 6.22542 -1.70103  0.378
9 H 0.74608 4.59766 -1.46078  0.331
10 H -0.99031 7.06974 -3.19516  0.330
11 H -1.52938 5.48195 -2.82020  0.464
12 H -1.42360 5.96742 -4.47665  0.392
13 H 0.41172 4.32836 -3.86570  0.306
14 H 1.13983 6.14350 -5.45956  0.408
15 H 2.50343 5.72534 -4.42727  0.525
16 H 3.58261 7.87534 -4.60892  0.332
17 H 2.59207 9.27561 -4.58366  0.272
18 H 2.50918 8.18084 -5.95143  0.315
19 Y 4.22754 1.07273 2.26530  1.501
20 P 0.75372 0.49910 0.93699  0.366
21 O 1.07190 1.84815 1.61749  -0.487
22 O 1.18028 -0.43793 2.06423  -0.523
23 O 2.01716 0.50638 0.02038  -0.466
24 O -0.60012 0.33567 0.22824  -0.575
25 C 7.98333 5.12370 -1.14588  -1.087
26 C 6.46145 4.89532 -1.08482  -0.157
27 O 6.02597 3.93895 -0.14153  -0.801
28 H 8.51308 4.17702 -1.03975  0.308
29 H 8.48553 5.59233 -0.29955  0.292
30 H 8.31580 5.55340 -2.09084  0.307
31 H 6.08649 4.55327 -2.04945  0.152
32 H 5.89809 5.80996 -0.90007  0.194
33 C 6.18059 -3.61078 -0.15789  0.253
34 O 6.13188 -2.46011 0.29548  -0.695
35 N 6.97317 -4.05781 -1.12330  0.101
36 C 6.93216 -5.50501 -1.56458  -0.845
37 C 7.94133 -3.18058 -1.89807  -0.881
38 H 5.59988 -4.44046 0.27409  0.257
39 H 6.28044 -6.13798 -0.96233  0.290
40 H 7.96008 -5.85612 -1.47393  0.321
41 H 6.60225 -5.64828 -2.59353  0.290
42 H 7.47520 -3.17058 -2.88331  0.324
43 H 7.98024 -2.20134 -1.42090  0.275
44 H 8.96785 -3.53382 -1.99594  0.292
45 C 5.66009 -2.99529 5.70482  0.171
46 O 4.90264 -2.11856 5.24099  -0.630
47 N 5.34149 -4.32270 5.69910  0.145
48 C 6.16929 -5.24441 6.51379  -0.890
49 C 4.17624 -4.94716 5.07465  -0.924
50 H 6.63085 -2.76132 6.16860  0.271
51 H 6.75409 -5.86891 5.83844  0.334
52 H 5.52764 -5.87206 7.13220  0.282
53 H 6.97151 -4.73530 7.04799  0.299
54 H 4.54385 -5.57827 4.26552  0.336
55 H 3.52153 -5.48273 5.76210  0.319
56 H 3.54235 -4.18159 4.62722  0.288
57 C -1.39971 0.71128 6.59873  -0.793
58 C -1.47191 -0.62281 6.89042  0.893
59 C -2.45411 -1.19966 7.83444  0.455
60 O -2.49701 -2.42300 8.01620  -0.587
61 C -3.27828 -0.17438 8.43368  -0.789
62 C -3.12480 1.13544 8.17699  0.651
63 C -2.15082 1.71628 7.24895  0.324
64 O -1.84380 2.87456 7.38694  -0.566
65 O -3.87652 2.13731 8.78370  -0.538
66 O -0.73519 -1.48546 6.22676  -0.448
67 H -0.78602 0.99606 5.75689  0.347
68 H -4.04919 -0.43361 9.14424  0.437
69 H -3.97831 2.96004 8.29959  0.330
70 H -0.28274 -1.13912 5.45414  0.282
71 C 2.78424 -1.61571 -7.89731  -0.469
72 C 2.69680 -2.84552 -7.39749  0.368
73 C 2.77901 -3.19843 -5.89446  0.531
74 O 2.91371 -4.36163 -5.44481  -0.666
75 C 2.91109 -1.97833 -5.12076  -0.791
76 C 2.91952 -0.71038 -5.60008  0.816
77 C 2.77779 -0.36862 -7.10277  0.265
78 O 2.62371 0.66659 -7.68330  -0.526
79 O 3.05298 0.36261 -4.75192  -0.429
80 O 2.85887 -3.88383 -8.23570  -0.524
81 H 3.05833 -1.49070 -8.93444  0.392
82 H 3.19111 -2.10390 -4.08528  0.407
83 H 2.86714 0.10054 -3.84727  0.284
84 H 3.09948 -4.65205 -7.71268  0.342
85 C -0.70012 -7.45143 -2.41755  -0.634
86 C 0.24261 -7.69156 -1.51529  0.171
87 C 0.76719 -6.61787 -0.70618  0.760
88 O 1.74568 -6.76804 -0.01106  -0.621
89 C 0.18594 -5.29324 -0.96602  -0.787
90 C -0.69785 -5.01034 -1.94798  0.738
91 C -1.17091 -6.07920 -2.85073  0.472
92 O -1.71962 -6.00750 -3.95828  -0.550
93 O -1.15748 -3.77164 -2.29521  -0.456
94 O 0.68887 -8.92871 -1.08328  -0.538
95 H -1.11788 -8.28425 -2.96372  0.413
96 H 0.45478 -4.41901 -0.39171  0.450
97 H -0.89985 -3.13284 -1.62651  0.254
98 H 1.61061 -8.84892 -0.82708  0.327
99 C -6.32064 -0.21932 -2.82387  -0.779
100 C -5.89018 0.99071 -3.23207  0.595
101 C -6.65460 1.93671 -4.13008  0.334
102 O -6.28013 3.03212 -4.52261  -0.560
103 C -8.03953 1.57009 -4.26717  -0.724
104 C -8.57910 0.49639 -3.60240  0.443
105 C -7.76759 -0.51329 -2.87383  0.808
106 O -8.26319 -1.51391 -2.28420  -0.639
107 O -9.93035 0.40294 -3.55319  -0.517
108 O -4.59490 1.37736 -3.08691  -0.428
109 H -5.74248 -0.92525 -2.24612  0.401
110 H -8.71133 2.23834 -4.78538  0.430
111 H -10.19437 -0.43340 -3.16276  0.332
112 H -4.08866 0.85680 -2.45895  0.303
113 C -3.45981 5.23390 1.82227  -0.922
114 C -2.70986 5.94899 2.79059  0.650
115 C -3.17848 7.21928 3.43551  0.540
116 O -2.38625 7.99300 4.03110  -0.570
117 C -4.56589 7.49331 3.24330  -0.580
118 C -5.34087 6.73025 2.44233  0.343
119 C -4.85103 5.64198 1.45555  0.567
120 O -5.52447 5.17996 0.54115  -0.605
121 O -6.69257 7.09185 2.28250  -0.526
122 O -1.42154 5.64444 3.13782  -0.448
123 H -3.03749 4.38379 1.30712  0.480
124 H -4.98424 8.34637 3.75681  0.437
125 H -7.14889 6.57157 1.61715  0.340
126 H -1.15182 4.76630 2.85907  0.295
127 C -7.32193 -2.90902 3.28470  -0.739
128 C -6.82932 -4.15751 2.92281  0.397
129 C -5.54918 -4.33850 2.28354  0.948
130 O -5.13060 -5.41692 1.81493  -0.658
131 C -4.78439 -3.04933 2.03757  -0.836
132 C -5.28793 -1.80807 2.40400  0.701
133 C -6.66366 -1.61334 3.00394  0.287
134 O -7.31616 -0.58594 3.25608  -0.567
135 O -4.55476 -0.60779 2.32756  -0.389
136 O -7.43073 -5.34477 3.22237  -0.543
137 H -8.26450 -2.86911 3.81041  0.414
138 H -3.84009 -3.00047 1.51572  0.396
139 H -3.75508 -0.68470 1.80202  0.249
140 H -6.82124 -6.01747 2.90996  0.340

The HOMO energy is -6.34 eV. Its lowest unoccupied orbital energy is -3.52 eV.